72
Properties=species:S:1:pos:R:3 method="wB97M-V/def2-TZVPD" spin_multiplicity=2 homo_lumo_gap_ev="6.04 / 6.38" e_tot_ev=-89208.5954 lumo_ev="-0.6 / -0.2" e_homo_ev="-6.61 / -6.57" max_force_ev_per_a=1.58
Co -0.216 -0.483 0.086
C 0.474 1.143 5.554
C -0.368 0.302 4.590
C 0.274 -1.026 4.243
C 0.324 -1.984 5.251
C 0.793 -3.261 5.016
C 1.195 -3.605 3.735
C 1.159 -2.687 2.698
C 1.597 -3.127 1.325
C 2.944 -2.541 0.897
C 0.730 -1.368 2.956
N 0.699 -0.409 1.921
C 1.198 0.765 2.113
C 0.887 1.801 1.164
C 1.436 3.060 1.211
C 1.188 3.939 0.111
C 0.234 3.655 -0.797
N 0.032 1.423 0.187
H -0.024 2.089 5.771
H 1.457 1.358 5.132
H 0.628 0.618 6.498
H -0.578 0.882 3.694
H -1.330 0.088 5.063
H -0.040 -1.720 6.238
H 0.819 -3.992 5.814
H 1.535 -4.613 3.531
H 0.833 -2.837 0.602
H 1.651 -4.216 1.311
H 2.892 -1.455 0.824
H 3.236 -2.934 -0.078
H 3.719 -2.798 1.620
H 1.833 0.983 2.971
H 2.122 3.331 2.002
H 1.782 4.841 0.011
H -1.154 4.589 -2.099
O 0.739 -0.817 -2.597
C 0.610 -0.932 -1.474
N -1.971 -0.594 -0.332
P -2.624 0.645 -1.041
C -1.414 1.852 -1.692
C -0.670 2.479 -0.521
C -0.066 4.485 -2.006
C 0.469 3.779 -3.222
C 0.002 2.601 -3.631
C -1.079 1.861 -2.988
C -3.660 1.686 0.035
C -4.302 2.830 -0.433
C -5.008 3.632 0.449
C -5.066 3.298 1.797
C -4.423 2.160 2.264
C -3.722 1.351 1.381
C -3.722 0.028 -2.352
C -5.107 0.118 -2.236
C -5.927 -0.578 -3.113
C -5.372 -1.360 -4.112
C -3.991 -1.458 -4.230
C -3.170 -0.786 -3.342
H -1.463 2.870 0.155
H 0.374 5.477 -1.910
H 1.287 4.251 -3.754
H 0.410 2.147 -4.527
H -1.670 1.248 -3.662
H -4.236 3.092 -1.483
H -5.514 4.520 0.091
H -5.616 3.928 2.485
H -4.465 1.906 3.316
H -3.203 0.457 1.711
H -5.543 0.729 -1.456
H -7.003 -0.522 -2.999
H -6.014 -1.909 -4.789
H -3.557 -2.082 -5.001
H -2.096 -0.917 -3.391